Below is a cluster of 2 separate species, C15H30BO6 in total at a distorted geometry, with properties calculated with ωB97M-V/def2-TZVPD.

XYZ file:
```
52
C15H30BO6, DFT ωB97M-V/def2-TZVPD
C -4.30851 0.44206 -1.95354
C -3.56363 -0.23690 -1.29443
C -2.51629 -0.97998 -0.55388
C -1.18468 -0.92233 -1.40606
C -0.50943 -2.31291 -1.58505
O 0.03843 -2.51270 -0.27661
B 0.58474 -1.16810 0.01042
C 0.41091 -0.58619 1.55260
O 1.59566 0.19092 1.87465
C 1.29421 1.51050 2.20940
C 0.73923 2.32834 1.03385
O 0.55945 3.67909 1.50530
C -0.04779 4.47858 0.51875
C 0.99977 5.16740 -0.38506
O 0.50515 5.33115 -1.71898
C 1.41574 4.78637 -2.66339
C 1.06013 5.23160 -4.08501
O -0.14745 -0.16022 -0.87350
H -4.68117 1.09850 -2.70295
H -2.37651 -0.49338 0.41415
H -2.80886 -2.02792 -0.43381
H -1.55168 -0.56503 -2.38414
H -1.14082 -3.13673 -1.93284
H 0.36934 -2.04855 -2.20258
H 1.75074 -1.17026 -0.35739
H 0.33765 -1.46678 2.21757
H -0.51013 0.00225 1.66744
H 2.24823 1.98515 2.49082
H 0.61022 1.59208 3.07264
H 1.44964 2.38659 0.19803
H -0.22871 1.91610 0.72846
H -0.66926 3.83682 -0.12387
H -0.68800 5.23951 0.98351
H 1.33714 6.13044 0.01896
H 1.84041 4.46294 -0.45050
H 1.49277 3.69289 -2.59099
H 2.39429 5.24508 -2.43822
H 0.33784 4.57300 -4.57520
H 0.73477 6.27566 -4.11005
H 1.98775 5.17511 -4.67201
C 1.17959 -6.19358 2.36938
C -0.02842 -5.29307 2.59282
C -1.18101 -5.67959 1.67562
O 0.33079 -3.94237 2.36076
H 1.54229 -6.10220 1.34217
H 2.00033 -5.90031 3.02595
H 0.93566 -7.24204 2.56110
H -0.34921 -5.36265 3.63532
H -0.89112 -5.57073 0.62755
H -2.03558 -5.02205 1.84026
H -1.49565 -6.71313 1.84632
H 0.61540 -3.86307 1.43568
```

The net charge is -1. The HOMO-LUMO gap is 7.181 eV.

Below is a structure of composition C15H30CaF6O15P at a distorted geometry, with properties calculated with ωB97M-V/def2-TZVPD.

XYZ file:
```
68
C15H30CaF6O15P, DFT ωB97M-V/def2-TZVPD
Ca -0.24317 0.39733 0.05272
P -0.03588 2.71322 -2.12292
F -0.92001 1.32735 -1.91878
F -1.23000 3.60287 -1.56418
F 0.47873 2.51300 -0.54457
F 0.89855 3.98653 -2.28461
F 1.22652 1.77719 -2.54268
F -0.55278 2.76819 -3.61522
C 1.54131 4.34687 3.37080
O 1.07023 3.10638 2.83467
C -0.12309 3.02428 2.29169
O -0.51503 2.02136 1.74923
O -0.80813 4.15767 2.35111
C -2.19969 4.09770 2.06576
H 0.82586 4.78396 4.06108
H 1.73900 5.06064 2.57190
H 2.46809 4.12326 3.88801
H -2.52606 5.10584 1.83316
H -2.77606 3.80124 2.94983
H -2.41991 3.38388 1.27839
C 3.44580 2.78540 0.14691
O 3.88930 1.77881 1.08555
C 3.13490 0.71150 1.23674
O 2.01273 0.60521 0.81131
O 3.72013 -0.26429 1.90645
C 4.93922 -0.01796 2.59983
H 2.58699 3.31015 0.56349
H 3.15579 2.31372 -0.78723
H 4.27240 3.47989 0.06596
H 5.26972 -0.94543 3.05528
H 4.82539 0.76581 3.34439
H 5.72779 0.27613 1.90362
C -0.64740 -4.67301 0.77104
O -0.15079 -3.33427 0.65572
C -0.26076 -2.48760 1.64973
O 0.01517 -1.31111 1.51465
O -0.66596 -3.03188 2.77474
C -0.75380 -2.17002 3.92010
H -1.54552 -4.69750 1.38013
H 0.11375 -5.33265 1.18002
H -0.89268 -4.98496 -0.24034
H -1.45263 -2.62708 4.61334
H -1.10190 -1.18299 3.62715
H 0.21588 -2.09812 4.41030
C 2.36129 -0.82050 -3.50265
O 1.17453 -1.62335 -3.51474
C 0.47825 -1.73090 -2.40879
O 0.57100 -1.02642 -1.42449
O -0.41586 -2.70485 -2.45394
C -0.40344 -3.63460 -3.54536
H 3.07294 -1.32308 -4.15431
H 2.79675 -0.74958 -2.50847
H 2.15772 0.17407 -3.87920
H 0.61469 -3.93805 -3.77805
H -0.81961 -3.15445 -4.43045
H -0.98981 -4.50029 -3.26258
C -4.27803 -3.38384 -1.00822
O -3.35098 -2.44557 -0.44305
C -3.16710 -1.28012 -1.02119
O -2.32851 -0.50408 -0.62307
O -3.93576 -1.08495 -2.07658
C -3.92932 0.17829 -2.75407
H -5.31145 -3.08821 -0.83958
H -4.09404 -4.30400 -0.45909
H -4.09845 -3.53169 -2.06892
H -3.33574 0.91654 -2.21834
H -4.94014 0.58660 -2.75430
H -3.58093 0.00650 -3.76482
```

For the relative energy (zero: lowest compared OMol25 entry of this formula, charge and spin), the calculation gives 0.0 kJ/mol. The net charge is +1. The HOMO-LUMO gap is 11.827 eV.

Below is a cluster of 7 separate species, C15H30Cl12F4IOP in total at a distorted geometry, with properties calculated with ωB97M-V/def2-TZVPD.

XYZ file:
```
64
C15H30Cl12F4IOP, DFT ωB97M-V/def2-TZVPD
C -2.72850 0.45449 -2.98820
C -1.93647 1.79245 -2.88520
C -0.65263 1.62205 -3.74873
C -1.63919 1.98823 -1.38881
C -0.72183 3.19746 -1.11014
C -1.37327 4.07589 -0.00771
C 0.71820 2.83935 -0.75016
O 0.83144 1.67034 0.07642
P 2.41334 1.52160 0.69166
I 4.74185 1.62353 1.73532
C 2.61307 -0.30159 0.17996
F 2.69842 -1.12850 1.21419
F 1.54821 -0.66364 -0.52595
C 3.85817 -0.51121 -0.75896
F 4.83121 -1.16775 -0.14774
F 3.46407 -1.32314 -1.75723
H -3.27716 0.37194 -3.92268
H -1.99255 -0.33799 -2.86346
H -3.38130 0.40155 -2.11531
H -2.57741 2.57852 -3.28337
H -0.74023 2.30647 -4.59239
H 0.27692 1.78839 -3.20807
H -0.63926 0.61234 -4.17982
H -2.60486 2.22138 -0.93022
H -1.31104 1.05208 -0.93931
H -0.71284 3.78995 -2.02746
H -0.64823 4.69377 0.52080
H -1.93149 3.43764 0.67319
H -2.08639 4.73694 -0.50142
H 1.11334 3.68336 -0.16842
H 1.31486 2.67245 -1.65379
H 1.92480 1.77156 1.97506
H 2.88937 2.49894 -0.19966
H 4.21089 0.40588 -1.22715
C 7.71479 0.83975 -1.10362
Cl 7.99129 2.22053 -0.03997
Cl 6.83423 1.30948 -2.56636
H 8.67161 0.42030 -1.39023
H 7.12854 0.10097 -0.56800
C -1.64207 -1.08787 3.20004
Cl -2.49939 0.40527 3.61703
Cl -2.69513 -2.25331 2.38504
H -0.80694 -0.84528 2.54958
H -1.28203 -1.54106 4.11423
C -3.03005 -5.89923 1.90828
Cl -4.40973 -5.41586 2.90453
Cl -3.21454 -5.35655 0.24188
H -2.13080 -5.45908 2.32357
H -2.95586 -6.98014 1.91860
C 0.94480 1.52326 5.61711
Cl 2.25251 1.31450 4.44341
Cl 0.02643 0.03387 5.86369
H 1.37550 1.81057 6.56878
H 0.28002 2.30186 5.25967
C 0.30118 0.37733 -7.33558
Cl 0.53612 2.08436 -7.73109
Cl -1.17373 0.12466 -6.39654
H 0.23022 -0.18830 -8.25673
H 1.14800 0.03390 -6.75254
C -5.60475 -6.71757 5.93880
Cl -4.29483 -7.51769 6.81668
Cl -7.09311 -7.67129 5.98145
H -5.79439 -5.75385 6.39679
H -5.30138 -6.58824 4.90627
```

For the relative energy (zero: lowest compared OMol25 entry of this formula, charge and spin), the calculation gives 71.7 kJ/mol. The HOMO-LUMO gap is 9.537 eV.

Below is a structure of composition C15H30F12O15P2V at a distorted geometry, with properties calculated with ωB97M-V/def2-TZVPD.

XYZ file:
```
75
C15H30F12O15P2V, DFT ωB97M-V/def2-TZVPD
V -0.09022 0.21514 -0.01785
P 2.77962 -0.21290 -3.68922
F 3.43984 1.28421 -3.65435
F 2.02993 0.00633 -5.09005
F 4.13028 -0.84402 -4.27787
F 2.10700 -1.75915 -3.81614
F 3.37892 -0.53564 -2.14493
F 1.45880 0.26873 -2.95645
P -3.30334 0.42690 3.81689
F -2.55354 -0.96509 4.14308
F -4.29896 0.26953 5.07208
F -2.29044 1.39443 4.64978
F -4.09501 1.77683 3.33588
F -2.18773 0.57606 2.55140
F -4.16974 -0.51328 2.88238
C -2.25315 6.69938 -1.54699
O -1.62913 5.48077 -1.50046
C -0.72493 5.02832 -0.48263
O -0.35145 3.83542 -0.38088
O -0.49845 5.99904 0.53783
C 0.33766 5.61235 1.59386
H -1.51245 7.48920 -1.42188
H -2.96369 6.72445 -0.72081
H -2.50592 6.85086 -2.59641
H 1.33090 5.62353 1.14502
H 0.08261 4.65696 2.05246
H 0.41022 6.37824 2.36604
C 2.85031 1.10905 4.54124
O 3.64599 2.06115 3.78368
C 3.47497 2.11359 2.44581
O 2.61349 1.61463 1.74495
O 4.53008 2.83098 1.97429
C 4.67058 3.08129 0.55178
H 1.80796 1.11969 4.22265
H 2.91145 1.22670 5.62314
H 3.12546 0.12193 4.16977
H 5.47515 2.47760 0.13186
H 5.05154 4.08330 0.35437
H 3.79313 2.80390 -0.03236
C -3.08733 -4.48506 -2.86377
O -1.89072 -5.15198 -2.38312
C -1.01392 -4.43042 -1.66881
O -1.13703 -3.26214 -1.36833
O 0.03123 -5.23161 -1.33236
C 0.17755 -6.56858 -1.89190
H -4.02859 -4.76280 -2.38944
H -3.24208 -4.92128 -3.85061
H -3.12464 -3.40475 -3.00394
H -0.62911 -7.19590 -1.51260
H 1.08290 -6.98314 -1.44852
H 0.15294 -6.71030 -2.97237
C -2.81977 0.60415 -4.92697
O -3.93673 0.79318 -4.14098
C -3.85105 1.07467 -2.82338
O -2.84005 0.80590 -2.19627
O -5.00824 1.65261 -2.37615
C -5.03496 2.28414 -1.05934
H -2.11565 1.40627 -4.70578
H -3.14998 0.66891 -5.96373
H -2.30211 -0.32865 -4.70333
H -5.92146 2.91364 -0.98216
H -4.24170 2.96392 -0.74829
H -5.21322 1.46215 -0.36606
C 1.02241 -4.61423 3.61544
O 2.29654 -4.23705 3.00506
C 2.50692 -3.25510 2.18504
O 1.61409 -2.41575 1.81846
O 3.82646 -3.23714 1.69536
C 4.77855 -4.19420 2.02628
H 0.23638 -3.86340 3.53471
H 1.24853 -4.80123 4.66520
H 0.63712 -5.58072 3.29053
H 5.74188 -4.05871 1.53458
H 4.43172 -5.20911 1.83197
H 4.79541 -4.13669 3.11462
```

For the relative energy (zero: lowest compared OMol25 entry of this formula, charge and spin), the calculation gives 1178.5 kJ/mol. As for the multiplicity: 4. The HOMO-LUMO gap (spin up / spin down) is 5.197 / 6.630 eV.